No. 1
# C43H71Cl2F15GaO10

C43H71Cl2F15GaO10 as an isolated structure in a non-equilibrium geometry (wB97M-V/def2-TZVPD, the OMol25 dataset).

Structure (XYZ):
```
142
Properties=species:S:1:pos:R:3:forces:R:3
C -2.3912 -1.2972 4.0946 0.2 -0.5 -0.3
C -0.9477 -1.2579 3.2623 -0.1 0.5 0.8
C -0.7454 0.2285 2.5269 0.3 -1.3 0.2
C -1.8614 0.3684 1.3336 0.4 0.0 -0.6
C -2.7399 1.7620 1.3745 0.0 -0.5 0.2
C -2.1867 2.9031 0.3315 0.4 0.3 -0.6
C -3.2659 3.3745 -0.8119 -0.6 0.4 -0.1
C -4.0871 4.7638 -0.3731 0.3 -1.4 0.9
C -5.4398 4.2045 0.4364 0.6 1.8 -0.9
C -6.5842 3.9356 -0.7047 0.2 -0.4 -0.8
C -7.1676 2.4054 -0.7649 -1.3 0.2 -0.4
C -7.3470 1.6680 0.6881 0.6 -1.2 -0.1
C -8.7681 0.8622 0.8831 0.5 -0.2 0.8
C -8.7177 -0.7142 0.4193 -1.2 -0.1 -0.2
C -8.4998 -0.9525 -1.1880 0.7 -1.0 -0.6
C -7.5623 -2.3064 -1.4535 0.0 0.2 0.7
C -5.9793 -2.0593 -1.0646 -0.4 0.4 0.1
C -5.2430 -0.8768 -1.9398 0.8 -0.3 0.2
C -3.8057 -1.3782 -2.6185 0.3 1.1 0.3
C -2.6708 -0.1714 -2.5602 -1.0 0.6 -0.6
Ga -0.7605 -0.9921 -2.8951 -1.2 -0.3 0.2
C 0.5389 0.4572 -3.5906 3.6 4.0 2.0
Cl 0.7484 0.5950 -5.4472 -0.1 0.1 1.9
C 1.3289 1.4139 -2.7541 -2.6 -3.4 -1.3
C 1.2464 1.3487 -1.1106 1.1 0.9 -0.6
Cl 2.4532 2.7452 -3.4690 -1.4 -1.6 1.1
H -2.9857 -0.3161 3.8334 1.0 -2.1 0.6
H -3.0194 -2.2634 3.7904 1.3 2.2 0.6
H -2.2125 -1.3689 5.2644 -0.4 0.3 -2.5
H -0.0888 -1.4275 4.0516 -1.6 0.4 -1.6
H -0.8964 -2.1478 2.4983 -0.1 1.9 1.3
H 0.3764 0.2408 2.1505 -2.4 0.2 0.5
H -0.8510 1.0757 3.3280 0.1 -1.6 -1.4
H -2.5516 -0.5887 1.3944 1.2 2.1 -0.1
H -1.3370 0.3322 0.2719 -1.1 -0.1 2.2
H -2.6943 2.1545 2.4952 -0.4 -0.7 -2.4
H -3.8489 1.4585 1.0754 2.2 0.8 0.8
H -1.8264 3.8912 0.8853 -0.7 -2.2 -1.0
H -1.2555 2.4543 -0.2481 -1.9 0.9 1.3
H -4.0615 2.4973 -0.9526 1.7 1.9 0.1
H -2.7725 3.5854 -1.8518 -0.6 -0.7 2.0
H -4.3591 5.4072 -1.3125 0.4 -1.2 1.9
H -3.3939 5.3906 0.3670 -1.5 -1.3 -1.7
H -5.0793 3.2566 1.0194 -1.1 1.9 -1.0
H -5.8022 5.0893 1.1513 0.7 -2.2 -1.3
H -7.4872 4.6994 -0.6412 1.9 -1.6 0.2
H -6.0838 4.1417 -1.7685 -1.1 -0.4 2.3
H -6.5673 1.7305 -1.5454 -1.1 1.5 2.0
H -8.2637 2.4876 -1.2308 2.3 -0.2 0.9
H -6.4910 0.8391 0.7486 -1.7 1.7 0.1
H -7.1804 2.3688 1.6196 -0.4 -1.1 -2.1
H -9.6412 1.4483 0.3682 1.6 -1.2 0.8
H -8.9939 0.8678 2.0462 0.4 0.0 -2.3
H -9.7927 -1.1638 0.6784 2.3 0.9 -0.5
H -7.9491 -1.3695 1.0419 -1.4 1.7 -1.3
H -7.9627 -0.0807 -1.7547 -1.1 -1.4 1.4
H -9.5228 -1.1458 -1.7338 1.9 0.5 1.2
H -7.9641 -3.1355 -0.7252 0.7 1.4 -1.5
H -7.6861 -2.6861 -2.5653 0.3 0.8 2.2
H -5.3917 -3.0675 -1.1598 -1.1 1.9 0.1
H -5.9256 -1.7234 0.0734 -0.2 -0.9 -2.3
H -5.9542 -0.4467 -2.7841 1.4 -0.8 1.8
H -4.9321 -0.0189 -1.1758 -0.9 -1.6 -1.8
H -3.3621 -2.2831 -2.0008 -1.1 1.6 -1.4
H -3.9573 -1.6480 -3.7658 0.3 0.2 2.6
H -2.8804 0.5857 -3.4449 0.2 -1.3 1.8
H -2.7150 0.4479 -1.5525 -0.1 -1.3 -1.9
H -0.9960 -2.2150 -3.9428 0.3 0.4 0.0
H -0.3102 -1.6213 -1.4760 0.3 0.2 0.0
H 0.6132 0.4543 -0.6962 1.0 1.8 -1.2
H 2.3375 1.2237 -0.6550 -2.2 0.3 -1.1
H 0.8661 2.4068 -0.7549 0.6 -2.2 -0.5
C 5.2434 2.3718 0.6834 -0.2 0.2 0.3
C 5.9244 1.0566 1.0144 -0.3 0.2 -0.9
O 6.3173 1.0234 2.3957 -0.9 -0.6 1.9
C 5.3332 0.7036 3.2949 -1.5 -0.1 -3.1
O 4.1713 0.4592 2.9795 2.7 0.4 1.4
C 5.8956 0.6567 4.7145 0.9 0.2 2.3
F 6.6985 1.7224 4.9988 -0.8 -0.8 -0.6
F 6.6531 -0.4570 4.9290 -0.6 0.8 -0.6
F 4.9264 0.6481 5.6724 0.6 0.0 -1.3
H 5.8843 3.2160 0.9571 0.0 -0.1 -0.1
H 5.0154 2.4309 -0.3845 0.0 -0.1 0.1
H 4.3099 2.4872 1.2432 0.1 -0.1 -0.2
H 6.8396 0.9606 0.4217 0.0 0.0 0.4
H 5.2895 0.1975 0.7678 0.0 0.2 0.3
C 4.6618 -2.7601 5.6594 0.0 -0.2 0.3
C 4.0814 -3.4753 4.4532 -0.1 0.9 0.1
O 4.3754 -4.8802 4.5076 -0.9 -1.7 0.8
C 3.5596 -5.6364 5.3087 -1.2 3.1 0.3
O 2.6259 -5.1774 5.9620 2.1 -1.7 -1.4
C 3.9511 -7.1113 5.2365 0.6 -2.5 0.0
F 5.2980 -7.3045 5.3335 -1.1 0.6 0.0
F 3.5690 -7.6858 4.0600 0.1 0.9 0.9
F 3.3899 -7.8614 6.2262 0.3 1.2 -0.8
H 5.7346 -2.9606 5.7456 -0.1 0.1 -0.1
H 4.5078 -1.6804 5.5796 0.0 -0.3 0.0
H 4.1982 -3.1079 6.5880 -0.1 0.1 -0.2
H 4.5470 -3.0886 3.5412 0.0 -0.4 0.1
H 3.0023 -3.3050 4.3610 0.2 -0.2 0.1
C 0.0482 1.6725 9.5223 -0.1 -0.4 -0.1
C -0.7769 2.8689 9.0853 0.4 0.0 0.6
O -1.4479 2.5954 7.8449 -1.7 -0.8 -0.4
C -2.6069 1.8686 7.9339 0.9 0.3 3.1
O -3.0741 1.4526 8.9911 0.7 0.8 -2.8
C -3.2393 1.6929 6.5545 -1.1 -0.6 -2.5
F -2.3324 1.3342 5.6006 -0.5 0.5 1.3
F -3.8243 2.8417 6.1090 0.6 -0.7 0.8
F -4.2105 0.7372 6.5306 1.1 0.9 0.6
H 0.7403 1.3725 8.7289 0.0 0.2 0.1
H 0.6217 1.9070 10.4235 -0.1 0.0 -0.1
H -0.5881 0.8071 9.7327 0.0 0.2 0.1
H -0.1153 3.7225 8.9068 -0.3 -0.1 -0.3
H -1.4926 3.1723 9.8583 0.0 -0.2 -0.3
C 5.0596 1.8312 -5.5059 0.3 0.0 0.1
C 5.1214 1.5688 -6.9994 -0.8 -0.5 0.6
O 6.2048 2.2983 -7.5973 2.3 -0.3 -0.5
C 7.4489 1.7349 -7.4789 -2.3 -2.0 1.5
O 7.6672 0.6741 -6.8990 0.1 2.5 -1.5
C 8.4954 2.5848 -8.1973 1.8 1.4 -0.9
F 8.3691 3.9161 -7.9271 -0.2 -1.2 0.0
F 8.4113 2.4632 -9.5532 -0.3 -0.2 1.1
F 9.7740 2.2515 -7.8638 -1.4 0.0 -0.1
H 5.0013 2.9060 -5.3066 -0.2 -0.1 -0.1
H 4.1885 1.3404 -5.0630 0.1 0.1 -0.2
H 5.9581 1.4629 -5.0007 -0.1 -0.1 -0.1
H 4.2002 1.9256 -7.4706 0.4 0.1 -0.1
H 5.2022 0.4980 -7.2202 0.2 0.2 0.0
C 6.4538 -4.6035 -9.4928 0.1 0.4 0.0
C 5.6195 -5.3223 -8.4485 0.0 -0.2 -0.7
O 5.7504 -4.6836 -7.1685 -0.9 1.3 0.8
C 4.9797 -3.5674 -6.9700 -1.0 -0.8 -3.0
O 4.2148 -3.1053 -7.8129 1.8 -0.8 2.4
C 5.1791 -3.0197 -5.5579 0.2 1.3 2.5
F 6.4932 -2.9608 -5.1960 -1.0 -0.2 -0.7
F 4.5607 -3.7899 -4.6175 0.4 0.3 -1.2
F 4.6873 -1.7585 -5.4004 0.4 -1.4 -0.7
H 7.4962 -4.5282 -9.1668 -0.1 -0.2 0.0
H 6.4182 -5.1344 -10.4482 0.0 0.0 0.1
H 6.0961 -3.5813 -9.6516 -0.1 -0.2 0.0
H 5.9862 -6.3469 -8.3309 0.0 0.3 0.3
H 4.5665 -5.3892 -8.7461 0.2 0.2 0.2
```
Positions in Å, forces in eV/Å.

Output
* multiplicity: 1
* highest occupied orbital energy: -5.095 eV
* E: -6776.29367 hartree
* net charge: -1


No. 2
# C16H15Br39N2O5

C16H15Br39N2O5 as an isolated structure in a non-equilibrium geometry (wB97M-V/def2-TZVPD, the OMol25 dataset).

Structure (XYZ):
```
77
Properties=species:S:1:pos:R:3:forces:R:3
N 2.5367 -3.8702 -8.4292 0.1 1.2 -2.3
C 2.6339 -4.1510 -7.3371 -0.2 -2.4 3.0
O 2.6082 -4.7850 -6.1684 -0.4 1.3 -0.8
C 1.7873 -4.0745 -5.2261 0.2 -0.3 1.7
O 2.6558 -3.4667 -4.3091 -1.4 0.4 -1.1
C 2.6111 -2.0684 -4.3227 0.2 0.2 0.0
O 3.6093 -1.4962 -4.0858 1.0 0.6 0.4
O 1.0874 -5.0836 -4.5068 1.5 3.0 -1.9
N -0.2988 -4.9306 -4.6897 -1.0 -1.7 -1.1
O -0.7495 -6.0104 -4.8775 -1.7 3.5 -0.4
H 1.1050 -3.3795 -5.7611 0.3 -0.3 0.4
H 1.6753 -1.4567 -4.4706 0.8 -1.7 -0.3
C -0.3710 1.2119 -3.3654 0.1 0.3 0.2
Br -0.3692 1.1365 -1.4357 0.1 0.0 -0.2
Br 0.9531 2.4458 -4.0378 -0.2 -0.2 0.0
Br -0.1727 -0.5499 -4.1484 -1.0 0.7 0.2
H -1.3479 1.5844 -3.6688 0.5 -0.2 0.1
C 2.0503 -8.6544 -3.4913 -0.2 0.0 0.5
Br 3.8030 -7.9265 -3.8702 -0.2 0.0 0.1
Br 2.0025 -9.5472 -1.7695 0.1 0.0 -0.1
Br 0.6708 -7.3057 -3.6644 1.8 -4.7 1.7
H 1.8499 -9.4093 -4.2421 0.0 0.1 0.1
C -0.5738 -5.1543 0.0600 -0.1 -0.1 0.0
Br 0.3618 -6.4898 1.0941 -0.1 0.2 -0.2
Br 0.5726 -4.3547 -1.2739 -0.1 -0.1 0.1
Br -2.1984 -5.8510 -0.7214 0.2 0.1 0.0
H -0.8621 -4.3664 0.7445 0.0 -0.1 -0.1
C 1.8783 -2.1520 1.7346 0.2 -0.2 0.0
Br -0.0149 -1.8947 1.4416 0.1 0.3 0.2
Br 2.9233 -0.8102 0.8191 -0.2 -0.1 0.1
Br 2.3093 -2.2426 3.6145 -0.1 0.1 -0.2
H 2.1399 -3.1115 1.3011 -0.1 0.1 0.0
C 0.8352 1.6888 3.1087 0.1 -0.1 0.1
Br -1.0585 1.9421 2.8148 0.2 0.0 0.0
Br 1.8849 3.0288 2.1931 -0.1 -0.1 0.1
Br 1.2657 1.5986 4.9868 0.0 0.1 -0.3
H 1.0979 0.7290 2.6759 0.0 0.1 0.0
C -4.3802 0.6163 -2.5739 0.0 -0.2 0.1
Br -3.6479 1.6271 -4.0558 -0.6 0.0 0.0
Br -3.4814 -1.0774 -2.3520 0.1 0.3 -0.1
Br -4.3910 1.6441 -0.9388 0.0 -0.1 -0.2
H -5.4144 0.3975 -2.8189 0.1 0.0 0.0
C 5.5544 1.9171 -3.0427 0.0 -0.1 0.0
Br 5.5336 3.8487 -2.9589 0.0 -0.2 0.0
Br 4.0592 1.1461 -2.0937 0.1 0.1 0.0
Br 5.6523 1.2797 -4.8628 0.0 0.1 0.2
H 6.4555 1.5864 -2.5401 -0.1 0.0 -0.1
C -6.2456 -2.1880 0.6496 0.0 0.1 0.1
Br -6.7498 -1.8292 -1.1822 -0.2 -0.2 0.3
Br -7.6390 -3.1259 1.6027 0.2 0.1 -0.2
Br -4.5521 -3.1151 0.7593 -0.2 0.0 0.0
H -6.1159 -1.2290 1.1378 0.0 -0.1 -0.1
C -1.8482 0.4709 7.8348 0.0 0.0 0.0
Br -1.9758 2.3897 7.6406 0.1 -0.2 0.0
Br -1.5128 -0.3959 6.1425 -0.2 0.0 0.2
Br -0.5385 -0.0289 9.1657 -0.1 0.1 -0.2
H -2.8109 0.1213 8.1879 0.1 0.0 0.0
C 4.2863 3.9410 7.2223 0.0 0.1 0.0
Br 3.9715 4.1741 5.3282 0.2 -0.1 0.3
Br 2.7576 3.1610 8.1175 0.2 0.1 -0.2
Br 5.9043 2.9409 7.5629 -0.2 0.1 0.0
H 4.4290 4.9288 7.6441 0.0 -0.1 0.0
C 3.1066 7.5142 3.5285 0.0 -0.1 0.1
Br 3.1010 9.4476 3.5970 0.0 -0.2 -0.1
Br 1.5987 6.7546 4.4652 0.0 0.2 -0.2
Br 3.2233 6.8614 1.7130 0.0 0.1 0.2
H 4.0006 7.1809 4.0437 -0.1 0.0 -0.1
C -8.6241 -1.3281 -5.3275 0.0 0.0 -0.1
Br -10.2479 -2.2155 -5.8794 0.2 0.1 0.1
Br -8.9604 0.0130 -3.9758 0.1 -0.2 -0.1
Br -7.2756 -2.5885 -4.7571 -0.1 0.1 0.0
H -8.2315 -0.8128 -6.1961 0.0 -0.1 0.1
C 0.0805 11.0870 6.4011 0.0 0.0 0.0
Br -1.5284 10.2277 5.7640 0.2 0.1 0.1
Br -0.3129 12.5631 7.5847 0.0 -0.2 -0.1
Br 1.2934 9.8217 7.2116 -0.2 0.1 0.0
H 0.5845 11.4998 5.5349 -0.1 -0.1 0.1
```
Positions in Å, forces in eV/Å.

Output
* multiplicity: 1
* highest occupied orbital energy: -9.610 eV
* E: -101490.56002 hartree
* net charge: 0